# 1
Here is C32H29CuN5OPS2 as an isolated structure from the OMol25 dataset. Energies are from ωB97M-V/def2-TZVPD.

Properties
- E_HOMO (spin up / spin down) (eV) = -7.89 / -10.17
- charge = +1
- expectation value of S² = 0.78
- spin multiplicity = 2
- HOMO-LUMO gap (spin up / spin down) (eV) = 5.38 / 7.63
- LUMO (spin up / spin down) (eV) = -2.51 / -2.54
- relative energy (zero: lowest compared OMol25 entry of this formula, charge and spin) (kJ/mol) = 40.4

Geometry (Å):
Cu (2.188, -0.781, -1.821)
C (5.163, -2.344, 0.918)
C (4.081, -2.161, -0.097)
N (4.093, -1.278, -1.013)
N (5.081, -0.388, -1.204)
C (4.959, 0.456, -2.288)
N (5.965, 1.339, -2.391)
S (3.716, 0.392, -3.393)
C (2.836, -3.012, -0.139)
C (2.676, -4.107, 0.692)
C (1.525, -4.877, 0.580)
C (0.580, -4.530, -0.364)
C (0.810, -3.409, -1.146)
N (1.901, -2.657, -1.040)
H (6.144, -2.253, 0.448)
H (5.132, -3.315, 1.401)
H (5.082, -1.585, 1.700)
H (5.828, -0.280, -0.531)
H (6.747, 1.361, -1.761)
H (5.958, 1.975, -3.169)
H (3.431, -4.368, 1.415)
H (1.385, -5.738, 1.219)
H (-0.324, -5.106, -0.500)
H (0.087, -3.094, -1.887)
O (1.788, 0.947, -0.772)
C (0.775, 1.674, -0.909)
C (0.524, 2.953, -1.532)
C (1.255, 3.877, -2.284)
C (0.583, 5.027, -2.683)
C (-0.754, 5.268, -2.364)
C (-1.489, 4.332, -1.620)
C (-0.838, 3.193, -1.233)
P (-0.962, 1.640, -0.333)
C (-1.552, 2.001, 1.337)
C (-2.728, 1.498, 1.882)
C (-3.094, 1.835, 3.178)
C (-2.283, 2.665, 3.937)
C (-1.104, 3.161, 3.397)
C (-0.736, 2.831, 2.105)
C (-2.152, 0.601, -1.212)
C (-3.498, 0.953, -1.277)
C (-4.386, 0.189, -2.021)
C (-3.930, -0.917, -2.725)
C (-2.581, -1.248, -2.700)
C (-1.694, -0.492, -1.947)
H (2.291, 3.706, -2.540)
H (1.117, 5.770, -3.262)
H (-1.225, 6.182, -2.695)
H (-2.527, 4.517, -1.375)
H (-3.369, 0.841, 1.312)
H (-4.016, 1.448, 3.592)
H (-2.568, 2.927, 4.947)
H (-0.469, 3.810, 3.985)
H (0.187, 3.218, 1.690)
H (-3.860, 1.833, -0.760)
H (-5.430, 0.468, -2.061)
H (-4.622, -1.506, -3.312)
H (-2.219, -2.089, -3.278)
H (-0.639, -0.744, -1.917)
S (0.082, -0.765, 1.100)
C (-1.261, -1.401, 1.897)
N (-2.414, -1.663, 1.218)
C (-3.565, -2.136, 1.759)
C (-3.632, -2.406, 3.087)
C (-2.468, -2.172, 3.857)
C (-1.327, -1.690, 3.290)
H (-2.393, -1.454, 0.225)
H (-4.386, -2.271, 1.070)
H (-4.543, -2.783, 3.522)
H (-2.488, -2.373, 4.920)
H (-0.442, -1.493, 3.876)

---

# 2
Here is C32H29N4O2S3SiSr as an isolated structure from the OMol25 dataset. Energies are from ωB97M-V/def2-TZVPD.

Properties
- E_HOMO (eV) = -4.43
- charge = -1
- HOMO-LUMO gap (eV) = 6.87
- LUMO (eV) = 2.44
- relative energy (zero: lowest compared OMol25 entry of this formula, charge and spin) (kJ/mol) = 68.9

Geometry (Å):
Sr (0.175, 0.080, -0.008)
C (-6.085, 4.079, 1.013)
Si (-4.467, 3.724, 0.098)
C (-4.936, 2.811, -1.472)
C (-3.708, 5.402, -0.277)
C (-3.403, 2.683, 1.241)
C (-3.830, 2.350, 2.512)
C (-3.049, 1.549, 3.346)
C (-1.850, 1.099, 2.845)
N (-1.392, 1.398, 1.629)
C (-2.140, 2.177, 0.815)
S (-1.528, 2.500, -0.767)
H (-6.721, 4.706, 0.383)
H (-5.919, 4.615, 1.951)
H (-6.641, 3.166, 1.238)
H (-5.657, 3.398, -2.048)
H (-5.396, 1.851, -1.228)
H (-4.059, 2.617, -2.087)
H (-4.439, 6.035, -0.788)
H (-2.822, 5.303, -0.902)
H (-3.418, 5.903, 0.650)
H (-4.787, 2.713, 2.874)
H (-3.373, 1.270, 4.339)
H (-1.217, 0.453, 3.443)
O (2.741, -1.360, -2.575)
S (2.829, -0.238, -1.670)
O (1.854, 0.824, -1.857)
N (2.676, -0.569, -0.148)
C (3.262, -1.625, 0.500)
C (4.341, -2.360, 0.051)
C (4.908, -3.365, 0.857)
C (4.421, -3.647, 2.101)
C (3.306, -2.926, 2.592)
C (2.729, -3.176, 3.857)
C (1.639, -2.459, 4.254)
C (1.116, -1.486, 3.380)
N (1.622, -1.213, 2.205)
C (2.715, -1.917, 1.799)
C (4.441, 0.471, -1.942)
C (4.993, 1.288, -0.967)
C (6.243, 1.851, -1.175)
C (6.931, 1.594, -2.354)
C (6.372, 0.773, -3.323)
C (5.123, 0.204, -3.118)
H (4.745, -2.177, -0.935)
H (5.754, -3.923, 0.471)
H (4.862, -4.421, 2.718)
H (3.159, -3.944, 4.490)
H (1.162, -2.627, 5.209)
H (0.233, -0.929, 3.668)
H (4.443, 1.468, -0.052)
H (6.681, 2.487, -0.416)
H (7.908, 2.032, -2.515)
H (6.910, 0.570, -4.240)
H (4.673, -0.452, -3.851)
S (-3.225, -3.856, 0.007)
C (-3.001, -3.564, 1.676)
C (-2.167, -2.506, 1.890)
C (-1.653, -1.856, 0.719)
C (-2.162, -2.502, -0.380)
C (-1.893, -2.208, -1.790)
C (-2.313, -3.067, -2.819)
C (-2.054, -2.735, -4.132)
C (-1.363, -1.564, -4.418)
C (-0.947, -0.791, -3.350)
N (-1.202, -1.095, -2.081)
H (-3.498, -4.177, 2.413)
H (-1.931, -2.191, 2.903)
H (-2.834, -3.983, -2.579)
H (-2.380, -3.390, -4.931)
H (-1.133, -1.265, -5.431)
H (-0.374, 0.117, -3.506)

---

# 3
Here is C32H30AsN5O3STi as an isolated structure at a distorted geometry from the OMol25 dataset. Energies are from ωB97M-V/def2-TZVPD.

Properties
- E_HOMO (spin up / spin down) (eV) = -4.61 / -4.86
- HOMO-LUMO gap (spin up / spin down) (eV) = 4.01 / 4.33
- LUMO (spin up / spin down) (eV) = -0.60 / -0.53
- relative energy (zero: lowest compared OMol25 entry of this formula, charge and spin) (kJ/mol) = 127.6

Geometry (Å):
Ti (-0.950, 0.515, -0.730)
O (-2.364, -4.450, -1.673)
C (-3.555, -3.833, -1.585)
C (-4.702, -4.623, -1.611)
C (-5.955, -4.048, -1.541)
C (-6.087, -2.670, -1.411)
C (-4.962, -1.876, -1.358)
C (-3.686, -2.434, -1.454)
C (-2.520, -1.549, -1.399)
O (-2.619, -0.326, -1.001)
N (-1.353, -2.067, -1.742)
N (-0.335, -1.171, -1.605)
C (0.878, -1.619, -1.803)
C (2.020, -0.780, -1.735)
C (3.295, -1.249, -2.095)
C (4.390, -0.418, -2.087)
C (4.242, 0.924, -1.740)
C (3.013, 1.413, -1.353)
C (1.882, 0.582, -1.314)
O (0.739, 1.049, -0.909)
H (-1.668, -3.748, -1.711)
H (-4.575, -5.690, -1.708)
H (-6.836, -4.674, -1.589)
H (-7.070, -2.225, -1.355)
H (-5.034, -0.800, -1.269)
H (1.001, -2.670, -2.075)
H (3.400, -2.275, -2.413)
H (5.365, -0.784, -2.376)
H (5.094, 1.589, -1.778)
H (2.882, 2.449, -1.068)
C (-1.482, 2.619, -4.364)
C (-1.369, 3.957, -3.938)
C (-1.263, 4.228, -2.598)
C (-1.275, 3.171, -1.665)
N (-1.411, 1.870, -2.103)
C (-1.501, 1.628, -3.411)
C (-1.163, 3.285, -0.243)
C (-0.931, 4.441, 0.522)
C (-0.835, 4.343, 1.897)
C (-0.954, 3.098, 2.520)
C (-1.161, 1.975, 1.725)
N (-1.298, 2.081, 0.387)
C (-1.205, 0.595, 2.163)
C (-1.407, 0.169, 3.478)
C (-1.497, -1.176, 3.752)
C (-1.338, -2.081, 2.697)
C (-1.093, -1.597, 1.433)
N (-1.048, -0.296, 1.142)
H (-1.547, 2.373, -5.412)
H (-1.368, 4.754, -4.665)
H (-1.174, 5.244, -2.242)
H (-1.602, 0.579, -3.690)
H (-0.807, 5.398, 0.041)
H (-0.646, 5.220, 2.496)
H (-0.851, 3.001, 3.589)
H (-1.522, 0.902, 4.261)
H (-1.690, -1.521, 4.757)
H (-1.390, -3.144, 2.860)
H (-0.932, -2.291, 0.616)
C (4.903, 1.047, 1.984)
As (3.819, -0.406, 2.716)
C (4.946, -1.986, 2.445)
C (3.882, -0.159, 4.663)
S (1.906, -0.608, 1.961)
H (5.892, 1.063, 2.441)
H (4.401, 2.002, 2.145)
H (4.983, 0.882, 0.907)
H (5.876, -1.902, 3.005)
H (5.158, -2.071, 1.378)
H (4.402, -2.876, 2.764)
H (4.914, -0.212, 5.002)
H (3.296, -0.946, 5.139)
H (3.451, 0.805, 4.937)

---

# 4
Here is C32H30BrFNO5P2RuS as an isolated structure at a distorted geometry from the OMol25 dataset. Energies are from ωB97M-V/def2-TZVPD.

Properties
- E_HOMO (spin up / spin down) (eV) = -8.12 / -8.36
- expectation value of S² = 0.83
- spin multiplicity = 2
- HOMO-LUMO gap (spin up / spin down) (eV) = 5.89 / 6.56
- LUMO (spin up / spin down) (eV) = -2.24 / -1.80
- relative energy (zero: lowest compared OMol25 entry of this formula, charge and spin) (kJ/mol) = 382.9

Geometry (Å):
Ru (0.088, -1.533, -0.036)
O (0.996, -3.322, -3.314)
S (2.025, -2.896, -2.419)
O (3.351, -2.863, -2.936)
O (2.081, -4.064, -1.219)
O (1.721, -1.663, -1.671)
O (-0.465, -7.044, 1.367)
C (-0.405, -5.999, 0.526)
C (-1.545, -5.285, 0.133)
C (-1.375, -4.166, -0.644)
N (-0.180, -3.707, -1.015)
C (0.898, -4.453, -0.762)
Br (1.692, -2.510, 1.561)
C (0.823, -5.617, 0.003)
H (-1.365, -7.169, 1.699)
H (-2.534, -5.589, 0.442)
H (-2.220, -3.580, -0.985)
H (1.722, -6.168, 0.218)
C (2.163, 2.232, -0.709)
C (2.103, 1.566, 0.668)
P (0.392, 1.715, 1.382)
C (0.626, 3.084, 2.589)
C (1.450, 4.176, 2.337)
C (1.657, 5.132, 3.318)
C (1.033, 5.019, 4.549)
C (0.168, 3.961, 4.787)
C (-0.049, 3.012, 3.807)
C (0.332, 0.374, 2.628)
C (-0.828, -0.400, 2.708)
C (-0.941, -1.382, 3.683)
C (0.085, -1.564, 4.595)
C (1.212, -0.755, 4.550)
C (1.344, 0.208, 3.570)
C (1.534, 1.351, -1.784)
P (-0.147, 0.725, -1.341)
C (-0.572, -0.390, -2.733)
C (-1.789, -1.068, -2.606)
C (-2.204, -1.941, -3.596)
C (-1.426, -2.128, -4.726)
C (-0.230, -1.443, -4.865)
C (0.208, -0.590, -3.868)
C (-1.187, 2.178, -1.804)
C (-1.800, 2.226, -3.055)
C (-2.522, 3.341, -3.442)
C (-2.649, 4.428, -2.595)
C (-2.045, 4.390, -1.351)
C (-1.324, 3.275, -0.962)
H (3.207, 2.414, -0.980)
H (1.651, 3.200, -0.681)
H (2.830, 2.013, 1.350)
H (2.320, 0.494, 0.575)
H (1.946, 4.277, 1.382)
H (2.317, 5.967, 3.123)
H (1.210, 5.757, 5.318)
H (-0.331, 3.871, 5.742)
H (-0.724, 2.189, 3.993)
H (-1.654, -0.189, 2.041)
H (-1.827, -1.999, 3.721)
H (0.008, -2.332, 5.349)
H (1.993, -0.881, 5.284)
H (2.230, 0.826, 3.534)
H (2.144, 0.453, -1.933)
H (1.447, 1.890, -2.734)
H (-2.417, -0.872, -1.744)
H (-3.131, -2.486, -3.483)
H (-1.740, -2.823, -5.490)
H (0.376, -1.588, -5.747)
H (1.163, -0.098, -3.977)
H (-1.712, 1.394, -3.737)
H (-2.985, 3.356, -4.418)
H (-3.215, 5.295, -2.901)
H (-2.135, 5.228, -0.676)
H (-0.872, 3.265, 0.021)
F (-2.000, -1.722, 0.387)

---

# 5
Here is C32H30BrFeIN2O2 as an isolated structure from the OMol25 dataset. Energies are from ωB97M-V/def2-TZVPD.

Properties
- E_HOMO (spin up / spin down) (eV) = -10.47 / -10.52
- charge = +1
- expectation value of S² = 8.76
- spin multiplicity = 6
- HOMO-LUMO gap (spin up / spin down) (eV) = 7.66 / 7.08
- LUMO (spin up / spin down) (eV) = -2.81 / -3.45
- relative energy (zero: lowest compared OMol25 entry of this formula, charge and spin) (kJ/mol) = 0.0

Geometry (Å):
Fe (-0.100, 0.247, 0.218)
O (2.591, 3.725, 4.716)
C (2.051, 3.012, 3.720)
C (2.084, 3.403, 2.382)
C (1.502, 2.579, 1.451)
N (0.881, 1.428, 1.758)
C (0.854, 1.085, 3.046)
Br (-0.058, -0.499, 3.498)
C (1.423, 1.820, 4.061)
H (2.998, 4.535, 4.384)
H (2.565, 4.321, 2.071)
H (1.523, 2.840, 0.401)
H (1.380, 1.495, 5.090)
C (-1.930, 3.209, -0.002)
N (-1.816, 2.164, 1.030)
C (-1.623, 2.875, 2.303)
C (-3.069, 1.397, 1.128)
C (-3.096, 0.099, 0.366)
C (-4.335, -0.360, -0.079)
C (-4.459, -1.586, -0.709)
C (-3.338, -2.383, -0.876)
C (-2.099, -1.935, -0.436)
C (-1.955, -0.689, 0.172)
H (-2.701, 3.937, 0.280)
H (-2.187, 2.785, -0.964)
H (-0.979, 3.735, -0.101)
H (-2.484, 3.523, 2.506)
H (-0.739, 3.509, 2.254)
H (-1.523, 2.173, 3.126)
H (-3.904, 2.031, 0.811)
H (-3.244, 1.161, 2.180)
H (-5.214, 0.261, 0.063)
H (-5.426, -1.920, -1.061)
H (-3.426, -3.355, -1.348)
H (-1.255, -2.588, -0.575)
I (2.925, 0.265, -0.485)
C (2.440, 1.095, -2.310)
C (3.479, 1.460, -3.113)
C (3.207, 1.993, -4.390)
C (1.916, 2.111, -4.797)
C (0.837, 1.716, -3.966)
C (-0.482, 1.814, -4.463)
C (-1.522, 1.373, -3.715)
C (-1.291, 0.860, -2.417)
C (-0.049, 0.801, -1.821)
C (1.065, 1.200, -2.653)
H (4.502, 1.338, -2.784)
H (4.025, 2.282, -5.035)
H (1.687, 2.502, -5.782)
H (-0.637, 2.215, -5.458)
H (-2.533, 1.415, -4.100)
H (-2.158, 0.495, -1.894)
C (1.236, -2.674, -1.435)
C (1.063, -2.680, 0.057)
O (0.728, -1.655, 0.658)
C (1.296, -3.918, 0.824)
C (0.928, -3.965, 2.168)
C (1.121, -5.121, 2.901)
C (1.691, -6.236, 2.293)
C (2.065, -6.194, 0.957)
C (1.863, -5.039, 0.220)
H (0.828, -1.758, -1.857)
H (0.753, -3.539, -1.890)
H (2.302, -2.725, -1.671)
H (0.483, -3.089, 2.621)
H (0.828, -5.159, 3.941)
H (1.842, -7.142, 2.865)
H (2.509, -7.062, 0.489)
H (2.162, -5.014, -0.820)

---

# 6
Here is C32H30Cl2CsN9O3P as an isolated structure at a distorted geometry from the OMol25 dataset. Energies are from ωB97M-V/def2-TZVPD.

Properties
- E_HOMO (eV) = -4.36
- charge = -1
- HOMO-LUMO gap (eV) = 6.30
- LUMO (eV) = 1.94
- relative energy (zero: lowest compared OMol25 entry of this formula, charge and spin) (kJ/mol) = 162.0

Geometry (Å):
Cs (-0.873, 1.310, -0.535)
Cl (-3.546, -2.595, 5.187)
C (-3.106, -2.146, 3.558)
C (-2.236, -1.092, 3.364)
C (-1.850, -0.684, 2.089)
N (-0.839, 0.335, 2.004)
C (-1.099, 1.530, 2.499)
O (-2.168, 2.042, 2.893)
C (0.131, 2.457, 2.550)
C (0.624, 2.839, 3.800)
C (1.736, 3.649, 3.864)
C (2.320, 4.089, 2.679)
C (1.748, 3.692, 1.485)
N (0.688, 2.885, 1.412)
C (-2.355, -1.387, 0.967)
C (-3.231, -2.451, 1.186)
C (-3.605, -2.831, 2.459)
Cl (-4.703, -4.176, 2.652)
N (-1.898, -1.137, -0.368)
C (-2.777, -1.026, -1.342)
O (-4.029, -0.967, -1.321)
C (-2.189, -0.937, -2.775)
C (-2.767, -1.744, -3.758)
C (-2.300, -1.668, -5.052)
C (-1.294, -0.755, -5.355)
C (-0.801, 0.029, -4.331)
N (-1.217, -0.069, -3.065)
H (-1.849, -0.556, 4.220)
H (0.116, 2.481, 4.686)
H (2.146, 3.941, 4.824)
H (3.189, 4.733, 2.681)
H (2.163, 4.021, 0.537)
H (-3.631, -2.978, 0.333)
H (-3.577, -2.402, -3.478)
H (-2.718, -2.301, -5.826)
H (-0.904, -0.643, -6.358)
H (-0.032, 0.770, -4.524)
C (-4.248, 2.030, -0.036)
P (-3.674, 3.231, -1.226)
C (-4.152, 4.835, -0.575)
C (-4.685, 2.966, -2.683)
O (-2.200, 3.168, -1.535)
H (-5.243, 2.346, 0.288)
H (-3.611, 1.979, 0.854)
H (-4.314, 1.031, -0.480)
H (-5.226, 4.886, -0.387)
H (-3.871, 5.608, -1.291)
H (-3.628, 5.019, 0.362)
H (-5.748, 3.009, -2.433)
H (-4.470, 1.975, -3.084)
H (-4.455, 3.719, -3.437)
C (2.234, 0.189, 1.496)
C (2.908, 0.306, 0.174)
N (2.368, 0.694, -0.964)
C (3.377, 0.589, -1.901)
C (4.522, 0.132, -1.343)
N (4.221, -0.053, -0.010)
C (5.050, -0.666, 0.984)
N (5.372, -2.037, 0.634)
N (6.659, -2.425, 0.577)
N (6.724, -3.668, 0.266)
C (5.433, -4.120, 0.056)
C (4.974, -5.389, -0.333)
C (3.622, -5.540, -0.477)
C (2.728, -4.456, -0.251)
C (3.160, -3.214, 0.130)
C (4.555, -3.077, 0.291)
H (1.152, 0.239, 1.389)
H (2.535, 0.980, 2.187)
H (2.447, -0.769, 1.979)
H (3.212, 0.844, -2.936)
H (5.490, -0.103, -1.753)
H (4.511, -0.637, 1.928)
H (6.008, -0.165, 1.107)
H (5.662, -6.205, -0.509)
H (3.208, -6.495, -0.774)
H (1.667, -4.613, -0.394)
H (2.459, -2.404, 0.269)

---

- Which formula does entry 6 have?
  C32H30Cl2CsN9O3P